# 1
ORCA calculation (wB97M-V/def2-TZVPD) on a cluster of 5 separate species, C7H24N8O5 in total.

Computed properties:
Structure (SMILES): NC(N)=O.NC(N)=O.NC(N)=O.NC(N)=O.CC(C)O
Total energy, a.u.: -1095.35570

Positions of all 44 atoms, in Å:
N: 0.371 25.549 -13.484
C: 1.206 24.598 -13.667
N: 1.898 24.800 -14.675
O: 1.371 23.615 -12.983
H: -0.007 25.933 -14.338
H: -0.274 25.393 -12.722
H: 1.767 25.636 -15.227
H: 2.447 24.003 -14.961
N: -7.861 28.607 -16.188
C: -6.908 29.445 -16.475
N: -6.596 30.001 -15.319
O: -6.250 29.611 -17.480
H: -8.371 28.601 -15.316
H: -8.356 28.316 -17.020
H: -5.763 30.572 -15.298
H: -7.212 29.840 -14.535
N: 0.083 29.709 -14.021
C: -0.271 30.985 -13.846
N: -1.478 31.151 -13.833
O: 0.499 31.914 -13.767
H: -0.709 29.090 -14.112
H: 0.987 29.361 -13.733
H: -1.862 32.072 -13.677
H: -1.990 30.281 -13.830
N: -3.288 28.566 -15.074
C: -2.790 27.686 -14.324
N: -3.732 27.033 -13.740
O: -1.673 27.592 -14.246
H: -2.681 29.048 -15.722
H: -4.295 28.642 -15.085
H: -3.393 26.310 -13.121
H: -4.693 27.330 -13.647
C: -8.033 28.022 -10.991
C: -6.793 27.978 -11.921
C: -5.929 29.228 -12.059
O: -6.004 26.869 -11.392
H: -7.868 28.545 -10.048
H: -8.479 27.041 -10.824
H: -8.832 28.477 -11.576
H: -7.169 27.546 -12.849
H: -5.438 29.104 -13.024
H: -5.203 29.454 -11.277
H: -6.544 30.128 -12.051
H: -5.680 27.095 -10.517

# 2
ORCA calculation (wB97M-V/def2-TZVPD) on a cluster of 9 separate species, C7H25NO8 in total.

Computed properties:
Structure (SMILES): C/C=C/c1cc[nH]c1.O.O.O.O.O.O.O.O
Total energy, a.u.: -938.34736

Positions of all 41 atoms, in Å:
C: -2.654 -1.912 -0.479
C: -1.747 -0.712 -0.458
C: -1.788 0.289 -1.338
C: -1.011 1.524 -1.180
C: -0.860 2.135 0.094
C: 0.024 3.175 -0.083
N: 0.367 3.221 -1.383
C: -0.171 2.156 -2.086
H: -2.760 -2.308 0.535
H: -3.676 -1.751 -0.814
H: -2.163 -2.696 -1.059
H: -0.990 -0.768 0.303
H: -2.487 0.172 -2.161
H: -1.274 1.916 1.060
H: 0.573 3.676 0.699
H: 1.006 3.874 -1.805
H: -0.142 2.029 -3.154
O: -2.619 0.445 2.573
H: -2.940 -0.122 1.858
H: -3.237 1.182 2.508
O: -0.638 -3.485 1.475
H: -0.554 -3.508 2.431
H: -0.282 -2.658 1.143
O: 3.686 1.406 0.959
H: 2.941 2.012 0.955
H: 3.640 0.865 1.755
O: 1.158 -1.164 -0.516
H: 1.843 -1.332 -1.165
H: 1.199 -0.227 -0.305
O: 0.104 -0.015 2.532
H: 0.334 -0.498 1.734
H: -0.792 0.363 2.415
O: 2.477 -1.593 3.195
H: 2.464 -1.191 2.326
H: 1.604 -1.518 3.584
O: 0.212 -2.149 -3.644
H: 1.117 -2.371 -3.396
H: 0.012 -1.508 -2.941
O: 2.491 0.705 -1.995
H: 2.162 1.582 -1.796
H: 3.371 0.756 -2.375

Listing frontier orbital gap for the structures above in their given order: 8.96, 8.78 eV.
Listing lowest unoccupied orbital energy for the structures above in their given order: -0.0058, 0.0047 hartree.